15
Properties=species:S:1:pos:R:3:mulliken_charge:R:1 method="wB97M-V/def2-TZVPD" de_lowest_kcal_mol=58.0 orbital_gap_ev=10.1 total_energy_ha=-345.7125
O -2.148 0.272 -0.427 -0.550
C -1.038 0.468 0.409 0.223
C -0.358 -0.861 0.805 -1.045
C 0.933 -0.237 0.203 0.693
O 2.166 -0.423 0.799 -0.509
C 0.754 0.004 -1.261 -0.744
C 0.243 0.997 -0.230 -0.549
H -2.361 1.127 -0.820 0.326
H -1.289 1.058 1.301 0.309
H -0.400 -1.050 1.893 0.300
H -0.772 -1.748 0.298 0.315
H 1.979 -1.360 0.861 0.368
H 1.645 0.325 -1.800 0.287
H 0.050 -0.590 -1.840 0.183
H 0.596 2.018 -0.192 0.391

63
Properties=species:S:1:pos:R:3:mulliken_charge:R:1 method="wB97M-V/def2-TZVPD" de_lowest_kcal_mol=0.0 orbital_gap_ev="7.2 / 7.6" s2=0.816 total_energy_ha=-2658.4346 multiplicity=2
C -1.031 0.959 -4.850 -0.575
C 0.374 0.717 -5.052 -0.730
C 1.108 1.623 -4.232 -0.251
C 0.186 2.445 -3.518 -0.670
C -1.143 2.015 -3.863 -0.322
V -0.427 0.107 -2.942 0.292
N -2.005 -0.362 -2.717 -0.517
C -0.052 -2.048 -2.849 -0.620
C 0.980 -1.516 -3.628 -0.285
H 2.197 1.718 -4.194 0.428
H 0.777 0.040 -5.801 0.636
H 0.442 3.304 -2.902 0.513
H -2.073 2.476 -3.541 0.438
H -1.843 0.486 -5.389 0.507
H 0.988 -1.707 -4.708 0.458
H -0.871 -2.591 -3.326 0.289
H -2.975 -0.610 -2.518 0.215
H 1.972 -1.324 -3.209 0.156
H 0.074 -2.246 -1.779 0.105
C -2.105 -3.384 0.566 -1.830
C -1.995 -1.986 1.178 1.781
C -3.351 -1.291 1.097 -1.343
C -1.497 -2.061 2.610 -1.311
O -1.033 -1.264 0.349 0.625
Si 0.066 -0.085 0.707 -0.700
S 0.084 1.187 -0.932 -0.012
O -0.339 0.662 2.107 0.151
C -0.708 1.908 2.772 1.932
C -1.254 2.925 1.778 -1.663
C -1.759 1.563 3.821 -1.740
C 0.509 2.472 3.500 -1.640
O 1.507 -0.874 0.953 -0.621
C 2.896 -0.454 0.770 1.821
C 3.178 -0.156 -0.695 -1.358
C 3.198 0.766 1.631 -1.360
C 3.758 -1.644 1.195 -1.887
H -2.875 -3.966 1.084 0.458
H -1.152 -3.915 0.662 0.350
H -2.374 -3.325 -0.494 0.298
H -4.100 -1.907 1.614 0.460
H -3.319 -0.303 1.573 0.117
H -3.660 -1.166 0.052 0.190
H -0.489 -2.494 2.640 0.246
H -1.456 -1.068 3.074 0.093
H -2.184 -2.694 3.188 0.482
H -2.127 2.527 1.245 0.351
H -1.567 3.821 2.340 0.460
H -0.494 3.215 1.041 0.358
H -1.353 0.846 4.550 0.381
H -2.039 2.479 4.361 0.483
H -2.667 1.145 3.365 0.284
H 0.910 1.735 4.210 0.327
H 1.300 2.775 2.802 0.277
H 0.200 3.362 4.070 0.465
H 2.692 0.775 -1.015 0.276
H 4.266 -0.042 -0.819 0.556
H 2.829 -0.977 -1.335 0.039
H 2.942 0.587 2.686 0.324
H 4.275 0.978 1.563 0.506
H 2.658 1.653 1.269 0.096
H 3.607 -1.890 2.253 0.410
H 3.528 -2.525 0.583 0.388
H 4.817 -1.399 1.050 0.410

126
Properties=species:S:1:pos:R:3:mulliken_charge:R:1 method="wB97M-V/def2-TZVPD" charge=-1 orbital_gap_ev="2.0 / 9.1" s2=0.751 total_energy_ha=-3284.4396 multiplicity=2
C 2.514 -0.376 3.473 -1.907
C 3.050 -0.111 2.087 1.973
C 2.784 1.266 1.540 0.765
O 4.063 1.844 1.340 -0.395
C 5.014 1.007 1.820 0.668
O 6.173 1.280 1.985 -0.630
O 4.442 -0.153 2.233 -0.517
H 1.439 -0.212 3.543 0.236
H 2.870 0.299 4.251 0.442
H 2.725 -1.418 3.715 0.420
H 2.624 -0.897 1.464 -0.576
H 2.268 1.905 2.256 -0.475
H 2.230 1.110 0.614 0.104
C -2.342 -4.757 2.385 -1.190
C -1.878 -4.501 3.866 0.428
C -1.614 -5.714 4.659 -0.480
O -0.315 -5.357 5.256 -0.363
C 0.155 -4.209 4.767 0.543
O 1.280 -3.693 4.884 -0.515
O -0.800 -3.647 3.959 -0.065
H -3.230 -5.386 2.449 0.496
H -1.552 -5.345 1.920 0.140
H -2.629 -3.867 1.824 0.251
H -2.727 -4.083 4.407 0.234
H -1.619 -6.607 4.035 0.264
H -2.389 -5.799 5.421 0.341
C 2.684 7.299 -0.578 -1.451
C 1.562 6.541 0.209 0.187
C 0.157 6.508 -0.427 -1.121
O -0.205 5.137 -0.432 0.209
C 0.721 4.405 0.070 0.515
O 0.740 3.192 0.240 -0.576
O 1.876 5.142 0.296 -0.258
H 3.670 7.077 -0.169 0.337
H 2.442 8.362 -0.595 0.417
H 2.639 7.083 -1.646 0.375
H 1.388 6.912 1.219 0.381
H 0.105 6.947 -1.424 0.353
H -0.472 7.093 0.243 0.490
C 5.997 -2.867 -0.021 -1.372
C 5.164 -2.570 -1.215 1.625
C 4.377 -1.268 -1.062 1.564
O 4.652 -0.533 -2.205 -0.461
C 5.653 -1.119 -2.877 0.535
O 6.286 -0.587 -3.797 -0.647
O 5.942 -2.309 -2.323 -0.453
H 5.420 -3.456 0.692 0.247
H 6.337 -1.974 0.502 0.349
H 6.959 -3.312 -0.279 0.358
H 4.436 -3.365 -1.376 -0.446
H 4.620 -0.746 -0.136 -0.806
H 3.312 -1.497 -1.026 -0.624
C 0.469 -0.915 -5.926 -1.516
C 1.712 -1.387 -5.313 0.673
C 1.592 -1.450 -3.779 0.045
O 1.977 -2.796 -3.490 -0.081
C 2.035 -3.573 -4.624 0.494
O 2.253 -4.751 -4.701 -0.574
O 1.846 -2.743 -5.619 -0.418
H 0.361 0.156 -5.749 0.373
H -0.439 -1.352 -5.511 0.353
H 0.553 -1.131 -6.991 0.388
H 2.585 -0.832 -5.655 0.321
H 0.630 -1.315 -3.284 -0.218
H 2.322 -0.836 -3.253 0.169
C 1.896 -5.548 -1.572 -2.061
C 1.855 -4.663 -0.406 2.188
C 0.813 -4.944 0.635 -0.115
O 1.544 -4.913 1.887 -0.163
C 2.835 -4.973 1.601 0.537
O 3.733 -4.868 2.480 -0.666
O 3.022 -4.880 0.291 -0.424
H 1.092 -5.384 -2.289 0.253
H 1.834 -6.580 -1.226 0.538
H 2.860 -5.432 -2.068 0.324
H 1.881 -3.625 -0.738 -0.726
H 0.287 -5.898 0.663 0.334
H 0.090 -4.131 0.692 0.054
C -2.392 1.981 -3.347 0.044
O -1.671 1.030 -3.266 -0.504
N -3.587 1.961 -3.945 0.539
C -4.417 3.161 -4.090 -1.046
C -4.193 0.710 -4.525 -1.017
H -2.128 2.980 -2.967 0.159
H -5.442 3.108 -3.722 0.230
H -4.528 3.548 -5.104 0.415
H -3.939 4.018 -3.616 0.233
H -4.475 0.997 -5.538 0.377
H -3.562 -0.179 -4.525 0.230
H -5.164 0.430 -4.116 0.276
C -0.079 -0.311 -0.598 -0.704
O 0.819 -1.177 -0.579 -0.394
N -0.994 -0.107 0.387 0.785
C -1.669 1.172 0.475 -0.229
C -1.200 -1.104 1.471 -1.286
H -0.134 0.500 -1.340 0.604
H -1.518 1.700 1.416 -0.171
H -2.709 0.915 0.271 0.612
H -1.300 1.814 -0.325 -0.349
H -1.543 -2.048 1.049 0.288
H -0.280 -1.464 1.931 0.228
H -1.845 -0.817 2.301 0.310
C -6.954 4.223 -1.765 -0.224
O -7.505 4.308 -2.896 -0.552
N -6.704 3.016 -1.099 1.016
C -6.150 2.990 0.262 -1.999
C -7.002 1.713 -1.667 -1.253
H -6.744 5.103 -1.139 0.273
H -6.789 2.302 0.816 0.372
H -6.279 3.916 0.822 0.363
H -5.093 2.728 0.311 0.609
H -7.464 1.704 -2.654 0.213
H -6.078 1.142 -1.763 0.331
H -7.710 1.159 -1.051 0.468
C -0.823 1.599 5.652 0.062
O 0.238 0.980 5.756 -0.559
N -0.997 2.661 4.820 0.460
C -2.363 3.025 4.543 -1.450
C 0.152 3.317 4.113 -0.891
H -1.755 1.381 6.197 0.315
H -2.334 4.114 4.506 0.321
H -3.032 2.730 5.351 0.492
H -2.657 2.752 3.529 0.295
H 1.070 2.729 4.124 0.106
H -0.072 3.331 3.047 0.229
H 0.357 4.349 4.400 0.374

73
Properties=species:S:1:pos:R:3:mulliken_charge:R:1 method="wB97M-V/def2-TZVPD" charge=-1 orbital_gap_ev=2.0 total_energy_ha=-15517.7130
C -1.145 -2.984 -1.926 -1.014
C 0.131 -3.490 -1.159 -0.294
I 1.777 -3.377 -2.601 0.031
C 0.447 -2.418 -0.010 -0.559
I 2.616 -2.454 0.349 0.098
O -0.275 -2.796 1.134 -0.244
S -0.900 -1.424 1.885 0.656
O -1.689 -0.692 0.846 -0.599
O 0.420 -0.431 2.229 -0.253
P 0.774 0.759 0.971 0.282
O 2.439 0.396 0.685 0.250
Br 0.837 2.860 1.797 -0.076
H -1.990 -2.807 -1.231 0.098
H -0.849 -2.025 -2.399 0.403
H -1.471 -3.700 -2.698 0.402
H 0.004 -4.493 -0.722 0.450
H 0.154 -1.436 -0.432 0.620
H 2.526 0.277 -0.302 0.221
C -5.631 -1.790 0.882 -1.262
C -4.536 -1.513 -0.167 0.461
O -4.380 -2.605 -0.996 -0.290
H -5.383 -2.653 1.507 0.335
H -5.741 -0.927 1.545 0.380
H -6.601 -1.968 0.418 0.327
H -3.647 -1.230 0.412 0.019
H -4.821 -0.559 -0.637 0.205
N 5.982 -3.427 -1.154 -0.386
H 6.374 -4.372 -1.030 0.208
H 5.179 -3.301 -0.529 0.015
H 6.694 -2.727 -0.933 0.412
H 5.674 -3.308 -2.122 0.415
Mg 3.910 1.641 -0.688 -0.703
Cl -5.787 -3.260 -1.802 -0.060
C 6.423 3.251 3.399 0.229
Cl 5.692 4.776 3.909 -0.058
Cl 7.838 3.583 2.380 -0.120
Cl 6.934 2.328 4.831 -0.139
Cl 5.242 2.308 2.479 0.156
Br 7.336 -6.523 -1.913 -0.142
C 8.590 -5.335 -2.824 -0.473
C 8.628 -5.610 -4.305 -0.667
Br 9.645 -7.222 -4.696 -0.110
H 9.555 -5.464 -2.341 0.414
H 8.225 -4.326 -2.634 0.276
H 9.147 -4.809 -4.830 0.368
H 7.641 -5.745 -4.740 0.379
Br 2.920 4.560 1.336 -0.653
O 4.051 6.967 -0.834 -0.348
C 3.381 7.901 -0.563 0.398
O 2.011 7.897 -0.600 -0.315
C 1.519 9.207 -0.327 -0.437
C 2.634 9.912 0.424 -0.478
C 3.878 9.276 -0.176 -0.439
H 1.285 9.698 -1.278 0.263
H 0.605 9.134 0.265 0.296
H 2.601 10.999 0.325 0.298
H 2.574 9.669 1.489 0.246
H 4.210 9.799 -1.075 0.252
H 4.688 9.208 0.546 0.258
C -10.325 -2.601 2.821 -0.571
C -11.203 -2.328 1.613 -0.535
C -10.306 -1.437 0.770 -0.495
O -8.957 -1.829 1.049 -0.346
C -8.946 -2.693 2.191 -0.382
H -10.601 -3.500 3.372 0.338
H -10.366 -1.752 3.509 0.273
H -11.406 -3.263 1.082 0.263
H -12.157 -1.862 1.858 0.334
H -10.417 -0.384 1.049 0.269
H -10.501 -1.534 -0.299 0.276
H -8.735 -3.710 1.843 0.275
H -8.150 -2.387 2.872 0.282
F 3.726 6.077 -3.098 -0.984

22
Properties=species:S:1:pos:R:3:mulliken_charge:R:1 method="wB97M-V/def2-TZVPD" charge=+1 de_lowest_kcal_mol=151.2 orbital_gap_ev="8.8 / 6.8" total_energy_ha=-441.5060
C -3.183 0.629 -1.124 -0.459
C -1.884 1.179 -1.066 -0.670
C -3.028 -0.577 -0.444 -0.257
C -1.000 0.273 -0.358 1.129
C 1.340 2.134 -0.236 -0.678
C 0.359 0.252 -0.250 -0.607
C 2.152 -1.273 -0.193 -0.814
C 1.193 -0.584 1.895 -0.881
N 0.991 -0.766 0.486 0.249
O -1.763 -0.790 -0.021 -0.350
H -4.105 0.848 -1.626 0.416
H -1.544 2.226 -1.194 0.214
H -3.771 -1.304 -0.325 0.503
H 2.154 2.080 -0.879 0.363
H 0.666 2.998 -0.476 0.353
H 1.801 -1.419 -1.250 0.360
H 2.958 -0.553 -0.268 0.367
H 2.568 -2.330 0.142 0.324
H 2.051 0.071 2.113 0.360
H 0.351 -0.060 2.518 0.239
H 1.340 -1.537 2.176 0.512
H 0.352 -1.499 0.381 0.328